<1>
DFT (wB97M-V/def2-TZVPD) results for a single C20H23N3O3 molecule.

Geometry as ORCA input:
```
! wB97M-V def2-TZVPD RIJCOSX def2/J DEFGRID3
* xyz 0 1
C 4.0490 3.0934 0.9998
O 3.9083 1.7377 1.3455
C 3.9219 0.8488 0.2577
C 2.5703 0.7328 -0.4789
N 1.6480 -0.1339 0.2028
C 1.5688 -1.4955 0.0109
C 2.4161 -2.2212 -0.9745
C 0.5931 -1.9821 0.8284
C 0.0610 -0.8868 1.5655
C -1.0688 -0.8968 2.4772
O -1.2910 -0.0481 3.3177
C -1.9965 -2.1173 2.3730
O -2.1898 -2.5841 1.0445
C -2.3907 -1.6265 0.1361
N -2.4910 -0.3863 0.5226
C -2.6247 0.5674 -0.4270
C -2.7243 1.9188 -0.0591
C -2.8332 2.8767 -1.0323
C -2.8479 2.5235 -2.3897
C -2.7549 1.2114 -2.7729
C -2.6429 0.2063 -1.7976
N -2.5500 -1.0954 -2.1710
C -2.4367 -2.0038 -1.2491
C -2.3195 -3.4373 -1.6370
C 0.7558 0.2433 1.1551
C 0.5791 1.6489 1.5917
H 3.2086 3.4616 0.4005
H 4.9788 3.2628 0.4428
H 4.0848 3.6446 1.9372
H 4.6998 1.1441 -0.4618
H 4.1827 -0.1244 0.6824
H 2.1198 1.7232 -0.5748
H 2.7473 0.3364 -1.4814
H 2.2136 -3.2860 -0.8997
H 2.1924 -1.9038 -1.9945
H 3.4777 -2.0572 -0.7907
H 0.3029 -3.0101 0.9173
H -2.9576 -1.8414 2.8209
H -1.5660 -2.9597 2.9206
H -2.7101 2.1633 0.9912
H -2.9106 3.9188 -0.7579
H -2.9364 3.2995 -3.1359
H -2.7687 0.9185 -3.8113
H -1.3649 -3.8310 -1.2914
H -3.1082 -4.0176 -1.1617
H -2.3880 -3.5311 -2.7166
H 0.2913 2.2875 0.7541
H 1.5027 2.0285 2.0260
H -0.2016 1.6797 2.3453
*
```

The calculation puts the HOMO-LUMO gap at 8.158 eV. As for the SMILES: COCCn1c(C)cc(C(=O)COc2nc3ccccc3nc2C)c1C.

These are the natural (NBO) partial charges, in e, on atoms 1 to 6:
1. C -0.25
2. O -0.53
3. C -0.07
4. C -0.24
5. N -0.33
6. C 0.13

<2>
DFT (wB97M-V/def2-TZVPD) results for a single C20H23N3O3 molecule.

Geometry as ORCA input:
```
! wB97M-V def2-TZVPD RIJCOSX def2/J DEFGRID3
* xyz 0 1
C -6.4641 -1.2314 -1.5013
C -5.5043 -0.3576 -0.7508
C -5.9002 0.8658 -0.2406
C -5.0032 1.6824 0.4413
C -5.4556 3.0024 0.9878
C -3.6993 1.2545 0.6031
C -3.2855 0.0218 0.0994
O -1.9614 -0.2708 0.3075
C -1.4793 -1.5806 0.0727
C -1.9417 -2.5650 1.1469
C 0.0616 -1.5530 0.0418
O 0.6956 -2.5864 0.0203
N 0.5718 -0.3038 0.0138
C 1.9091 0.1028 -0.0519
C 2.1558 1.4628 -0.2565
C 3.4444 1.9640 -0.3419
C 4.4887 1.0694 -0.2115
C 4.2407 -0.2993 0.0040
C 2.9587 -0.8038 0.0844
N 5.4633 -0.9206 0.1007
C 5.6993 -2.3180 0.3335
C 6.4703 0.0111 -0.0504
O 7.6630 -0.1989 -0.0191
N 5.8558 1.2323 -0.2435
C 6.5756 2.4568 -0.4507
C -4.1902 -0.7816 -0.5751
H -7.4790 -0.8510 -1.4232
H -6.4404 -2.2493 -1.1157
H -6.1911 -1.2686 -2.5559
H -6.9211 1.1948 -0.3698
H -4.6651 3.4792 1.5612
H -6.3231 2.8683 1.6320
H -5.7453 3.6677 0.1752
H -2.9778 1.8621 1.1278
H -1.7924 -1.9355 -0.9211
H -1.4395 -3.5157 0.9935
H -3.0185 -2.7082 1.1047
H -1.6779 -2.1783 2.1287
H -0.1148 0.4412 0.0266
H 1.3183 2.1379 -0.3541
H 3.6193 3.0153 -0.5050
H 2.7628 -1.8500 0.2391
H 6.7784 -2.4654 0.3550
H 5.2620 -2.9193 -0.4657
H 5.2682 -2.6251 1.2884
H 7.6377 2.2166 -0.4141
H 6.3326 2.8867 -1.4249
H 6.3382 3.1811 0.3314
H -3.9002 -1.7398 -0.9778
*
```

The calculation puts the HOMO-LUMO gap at 8.280 eV. As for the SMILES: Cc1cc(C)cc(O[C@H](C)C(=O)Nc2ccc3c(c2)n(C)c(=O)n3C)c1.

These are the natural (NBO) partial charges, in e, on atoms 1 to 6:
1. C -0.63
2. C 0.02
3. C -0.25
4. C 0.03
5. C -0.63
6. C -0.27

Which structure is the most stable? The one labeled <2>.

<1>
DFT (wB97M-V/def2-TZVPD) results for 2 unconnected molecules or ions with the total composition C2H4O3.

Geometry as ORCA input:
```
! wB97M-V def2-TZVPD RIJCOSX def2/J DEFGRID3
* xyz 0 1
C -1.7686 -0.3317 0.1786
C 0.6185 -0.6541 0.0145
O -1.6437 -0.0594 -0.9713
O 2.2200 1.0629 -0.4102
O 1.2803 0.2334 0.5107
H -1.9796 -1.3360 0.5801
H -2.0513 0.3854 0.8640
H 0.7646 -0.9640 -1.0253
H 2.5598 1.6635 0.2588
*
```

The calculation puts the HOMO-LUMO gap (alpha / beta) at 9.573 / 9.573 eV.

These are the natural (NBO) partial charges, in e, on atoms 1 to 6:
1. C 0.27
2. C 0.20
3. O -0.53
4. O -0.55
5. O -0.24
6. H 0.11

<2>
DFT (wB97M-V/def2-TZVPD) results for 2 unconnected molecules or ions with the total composition C2H4O3.

Geometry as ORCA input:
```
! wB97M-V def2-TZVPD RIJCOSX def2/J DEFGRID3
* xyz 0 1
O -0.2819 1.6898 -2.1526
C 0.2206 1.7071 -1.0552
O 1.6150 1.6998 -0.9495
H -0.2358 1.8972 -0.1164
H 2.0974 1.2180 -0.3138
C -0.8192 -2.0305 1.1866
O -1.8870 -1.9857 0.5985
H -0.0245 -2.4265 0.5779
H -0.6846 -1.7692 2.2246
*
```

The calculation puts the HOMO-LUMO gap at 10.692 eV. As for the SMILES: O=CO.C=O.

These are the natural (NBO) partial charges, in e, on atoms 1 to 6:
1. O -0.51
2. C 0.64
3. O -0.74
4. H 0.11
5. H 0.50
6. C 0.25

Which structure is the most stable? The one labeled <2>.

<1>
DFT (wB97M-V/def2-TZVPD) results for 2 unconnected molecules or ions with the total composition C4H13NO2.

Geometry as ORCA input:
```
! wB97M-V def2-TZVPD RIJCOSX def2/J DEFGRID3
* xyz -1 2
C -2.9913 -0.9901 0.9692
C -1.5081 -1.3737 1.0520
N -0.7359 -0.8317 -0.0696
C -0.5520 0.6141 -0.0428
C 0.5022 1.0826 -1.0484
O 1.4944 1.9125 -0.3955
H -3.3480 -1.0029 -0.0642
H -2.9800 0.0767 1.1929
H -3.6064 -1.6398 1.5809
H -1.2500 -2.4316 1.0403
H -1.1339 -0.9059 1.9818
H 0.1816 -1.2598 -0.0652
H -0.2449 0.8710 0.9908
H -1.4873 1.1461 -0.2429
H 1.0263 0.2527 -1.5290
H 0.0148 1.6927 -1.8121
H 2.3046 1.3883 -0.5199
H 4.5829 0.2547 -1.7812
H 5.2983 0.6327 -0.3949
O 4.4326 0.5114 -0.8423
*
```

The calculation puts the HOMO-LUMO gap (alpha / beta) at 2.346 / 9.332 eV.

These are the natural (NBO) partial charges, in e, on atoms 1 to 6:
1. C -0.63
2. C -0.22
3. N -0.63
4. C -0.25
5. C -0.13
6. O -0.76

<2>
DFT (wB97M-V/def2-TZVPD) results for 3 unconnected molecules or ions with the total composition C4H13NO2.

Geometry as ORCA input:
```
! wB97M-V def2-TZVPD RIJCOSX def2/J DEFGRID3
* xyz -1 2
C -0.8681 1.4803 0.5771
N -1.8165 0.9363 -0.3845
C -1.1166 0.1591 -1.4126
C 0.3941 0.3305 -1.1331
C 0.4384 0.7381 0.3380
H -1.2478 1.3139 1.5879
H -0.7378 2.5561 0.4342
H -2.5397 0.3880 0.0551
H -1.3902 0.4747 -2.4173
H -1.3551 -0.8995 -1.3024
H 0.8867 -0.6244 -1.3312
H 0.8168 1.1068 -1.7765
H 1.3416 1.2946 0.5988
H 0.4656 -0.1669 0.9512
H -1.7519 -3.0120 1.6682
H -1.0622 -1.7093 1.2906
O -1.7147 -2.3535 0.9555
H 3.7701 -0.8392 -0.3251
H 3.3632 -0.4125 1.0571
O 4.1240 -0.7611 0.5686
*
```

The calculation puts the HOMO-LUMO gap (alpha / beta) at 3.095 / 8.958 eV.

These are the natural (NBO) partial charges, in e, on atoms 1 to 6:
1. C -0.26
2. N -0.65
3. C -0.23
4. C -0.44
5. C -0.61
6. H 0.18

Which structure is the most stable? The one labeled <2>.

<1>
DFT (wB97M-V/def2-TZVPD) results for a single C2H2ClF molecule.

Geometry as ORCA input:
```
! wB97M-V def2-TZVPD RIJCOSX def2/J DEFGRID3
* xyz 0 1
F 1.5657 0.7926 0.0712
C 0.3656 0.3834 0.3845
C -0.4218 -0.4560 -0.4050
Cl -2.0019 -0.9560 0.0032
H 0.2776 0.5292 1.4294
H -0.4353 -0.6390 -1.5533
*
```

The calculation puts the HOMO-LUMO gap at 10.474 eV. As for the SMILES: F/C=C/Cl.

Formally, the natural (NBO) partial charges of the atoms, in units of the elementary charge, are as follows:
1. F -0.31
2. C 0.23
3. C -0.35
4. Cl 0.01
5. H 0.17
6. H 0.24

<2>
DFT (wB97M-V/def2-TZVPD) results for a single C2H2ClF molecule.

Geometry as ORCA input:
```
! wB97M-V def2-TZVPD RIJCOSX def2/J DEFGRID3
* xyz 0 1
F -2.3014 -0.0853 -0.1687
C -0.9893 -0.2709 0.2137
C -0.1241 0.6340 0.2019
Cl 1.6651 -0.1117 -0.0679
H -0.6127 -1.3013 0.3235
H -0.3006 1.7903 -0.1442
*
```

The calculation puts the HOMO-LUMO gap at 10.530 eV. As for the SMILES: F/C=C/Cl.

Formally, the natural (NBO) partial charges of the atoms, in units of the elementary charge, are as follows:
1. F -0.32
2. C 0.17
3. C -0.20
4. Cl -0.10
5. H 0.20
6. H 0.26

Which structure is the most stable? The one labeled <1>.

<1>
DFT (wB97M-V/def2-TZVPD) results for a molecular structure, C22H23MoN3O6S2.

Geometry as ORCA input:
```
! wB97M-V def2-TZVPD RIJCOSX def2/J DEFGRID3
* xyz 0 1
Mo -0.9292 -0.3295 -0.4233
O 0.4529 -0.1698 3.4316
C 1.7356 -0.6597 3.1170
C 2.1208 -0.6139 1.6402
N 1.2211 -1.3156 0.6902
C 0.6803 -2.5488 1.2713
C -0.7061 -2.2988 1.8691
O -1.0899 -2.8232 2.8749
O -1.4115 -1.5039 1.0840
C 2.0028 -1.5964 -0.5095
C 1.1019 -2.1796 -1.5687
O 1.4647 -2.9896 -2.3752
O -0.1402 -1.6952 -1.5512
H 0.4474 0.7897 3.3712
H 1.7512 -1.6836 3.4898
H 2.5217 -0.1200 3.6569
H 3.1141 -1.0806 1.5787
H 2.2229 0.4160 1.2978
H 1.3428 -2.9969 2.0117
H 0.5324 -3.2846 0.4784
H 2.8224 -2.2980 -0.3288
H 2.4249 -0.6583 -0.8847
C -0.6114 -0.2207 -3.6992
C -1.2344 0.4809 -2.5235
N -0.4542 1.1368 -1.6251
N -0.3524 2.4811 -1.4575
C -0.2523 2.7615 -0.2036
S -0.3977 1.4949 0.9773
S 0.0898 4.3680 0.3925
C 0.2042 5.3413 -1.1554
C -1.1364 5.8624 -1.6051
C -1.5320 7.1496 -1.2561
C -2.7768 7.6341 -1.6275
C -3.6442 6.8318 -2.3527
C -3.2552 5.5500 -2.7143
C -2.0081 5.0661 -2.3478
C -2.6537 0.9109 -2.6316
C -3.2465 1.5690 -3.7021
C -4.5924 1.8988 -3.6380
C -5.3428 1.5737 -2.5122
C -4.7667 0.9232 -1.4301
C -3.4228 0.5986 -1.5167
O -2.8066 -0.0842 -0.5187
H 0.4533 -0.3769 -3.5587
H -0.7547 0.4074 -4.5840
H -1.0808 -1.1837 -3.8912
H 0.6868 4.7146 -1.9022
H 0.8757 6.1614 -0.9060
H -0.8585 7.7789 -0.6849
H -3.0696 8.6378 -1.3475
H -4.6183 7.2062 -2.6402
H -3.9194 4.9184 -3.2879
H -1.7101 4.0694 -2.6404
H -2.6644 1.8212 -4.5794
H -5.0591 2.4114 -4.4682
H -6.3949 1.8270 -2.4759
H -5.3348 0.6610 -0.5488
*
```

The calculation puts the HOMO-LUMO gap (alpha / beta) at 7.317 / 7.320 eV.

These are the natural (NBO) partial charges, in e, on atoms 1 to 6:
1. Mo 1.47
2. O -0.71
3. C -0.08
4. C -0.24
5. N -0.42
6. C -0.36

<2>
DFT (wB97M-V/def2-TZVPD) results for a molecular structure, C22H23MoN3O6S2.

Geometry as ORCA input:
```
! wB97M-V def2-TZVPD RIJCOSX def2/J DEFGRID3
* xyz 0 1
Mo 0.0972 -1.2480 1.0389
O 1.8731 -2.3902 1.8133
C 1.6448 -3.3729 2.8300
C 0.7243 -2.6660 3.7900
N -0.4663 -2.2097 3.0495
C -1.3858 -3.3465 2.7562
C -1.0812 -3.9920 1.4048
O -1.2322 -5.1839 1.2352
O -0.7021 -3.1294 0.5207
C -1.2159 -1.1794 3.7853
C -2.1943 -0.5768 2.7805
O -3.2502 -0.0948 3.0888
O -1.7425 -0.6540 1.5421
H 2.2700 -2.7534 1.0055
H 2.5878 -3.6425 3.3073
H 1.1893 -4.2670 2.3994
H 1.2282 -1.7812 4.1825
H 0.4392 -3.3091 4.6277
H -2.3988 -2.9528 2.6722
H -1.3695 -4.0721 3.5710
H -0.5290 -0.3957 4.1094
H -1.7449 -1.5924 4.6468
C -1.2770 0.8315 -2.7107
C -0.7164 -0.1642 -1.7422
N -0.5044 0.1333 -0.5048
N -0.7039 1.4795 -0.1756
C -0.0515 1.8432 0.8638
S 0.9326 0.7819 1.8612
S -0.1360 3.4885 1.4637
C -0.8336 4.3811 0.0438
C 0.2149 4.9663 -0.8590
C 0.9074 4.1767 -1.7719
C 1.8860 4.7283 -2.5823
C 2.1895 6.0794 -2.4915
C 1.5086 6.8740 -1.5823
C 0.5299 6.3182 -0.7715
C -0.3116 -1.4877 -2.2119
C -0.8911 -2.0685 -3.3463
C -0.4362 -3.2707 -3.8437
C 0.6489 -3.8954 -3.2334
C 1.2458 -3.3387 -2.1223
C 0.7524 -2.1521 -1.5817
O 1.2917 -1.6826 -0.4452
H -0.8010 1.8010 -2.5943
H -1.1573 0.4921 -3.7338
H -2.3383 0.9789 -2.4977
H -1.5036 3.6968 -0.4732
H -1.4386 5.1768 0.4787
H 0.6866 3.1188 -1.8333
H 2.4160 4.1005 -3.2872
H 2.9541 6.5099 -3.1247
H 1.7372 7.9289 -1.5026
H -0.0003 6.9437 -0.0626
H -1.7262 -1.5753 -3.8251
H -0.9139 -3.7221 -4.7018
H 1.0202 -4.8348 -3.6216
H 2.0781 -3.8276 -1.6336
*
```

The calculation puts the HOMO-LUMO gap (alpha / beta) at 7.442 / 7.542 eV.

These are the natural (NBO) partial charges, in e, on atoms 1 to 6:
1. Mo 1.30
2. O -0.68
3. C -0.08
4. C -0.24
5. N -0.40
6. C -0.36

Which structure is the most stable? The one labeled <2>.